No. 1
Formula: C4H12SSi
Source: the Open Molecules 2025 dataset
Level of theory: the ωB97M-V functional and the def2-TZVPD basis

```
18
Properties=species:S:1:pos:R:3:forces:R:3:lowdin_charge:R:1
C 0.565 -1.747 -2.334 0.13 0.00 0.19 -0.116
C 1.216 -1.431 -0.992 -0.10 0.08 -0.03 -0.351
C 0.536 -0.251 -0.318 0.07 0.15 0.31 -0.594
S 1.333 0.102 1.296 -0.03 0.06 0.07 0.551
Si 0.202 1.822 1.917 -0.54 -1.04 -0.37 0.338
C -1.632 1.380 2.123 0.50 0.16 0.00 -0.286
H -0.488 -1.986 -2.201 -0.11 -0.04 -0.05 0.072
H 0.641 -0.895 -3.006 -0.02 0.05 -0.11 0.072
H 1.055 -2.598 -2.800 -0.01 -0.07 -0.11 0.069
H 2.273 -1.200 -1.135 0.03 -0.04 0.04 0.101
H 1.153 -2.300 -0.334 0.07 -0.02 0.02 0.101
H 0.618 0.646 -0.932 -0.09 -0.03 -0.09 0.070
H -0.515 -0.470 -0.132 -0.04 0.01 -0.13 0.064
H 0.836 2.192 3.172 0.10 0.25 0.36 -0.075
H 0.362 2.842 0.880 -0.02 0.35 -0.11 -0.065
H -2.094 1.114 1.175 0.04 0.00 -0.15 0.014
H -1.759 0.538 2.799 0.10 -0.08 0.09 0.022
H -2.187 2.219 2.531 -0.10 0.20 0.06 0.013
```
Forces are in eV/Å.

As for the relative energy (zero: lowest compared OMol25 entry of this formula, charge and spin): 5.8 kcal per mole. The value obtained for the energy is -847.30052 Eh. The calculation puts the HOMO energy at -8.8 eV. The calculation puts the LUMO energy at 0.037 Ha. The SMILES is CCCS[SiH2]C. The HOMO-LUMO gap is 9.84 eV.



No. 2
Formula: C4H13B2N3
Source: the Open Molecules 2025 dataset
Level of theory: the ωB97M-V functional and the def2-TZVPD basis

```
22
Properties=species:S:1:pos:R:3:forces:R:3:lowdin_charge:R:1
B -1.026 -0.273 0.733 -2.05 -0.63 1.80 -0.528
B 0.802 -0.029 -0.466 -1.33 0.96 -0.35 -0.459
N -0.028 0.218 1.678 -0.73 -0.50 -1.00 0.145
N -0.619 -0.455 -0.626 2.16 0.67 2.48 0.092
N 1.132 0.175 0.922 1.73 -0.11 -1.91 -0.111
C -2.483 -0.618 1.238 0.10 0.14 -0.96 -0.014
C 1.485 0.622 -1.723 0.65 -1.74 0.21 0.002
C -1.362 -0.805 -1.825 0.22 0.23 1.14 -0.044
C 2.350 0.789 1.405 -0.53 0.19 0.03 -0.049
H 0.062 0.123 2.691 -0.19 -0.30 -0.74 0.139
H -3.109 -0.037 0.560 -0.52 0.09 0.15 0.053
H -2.768 -0.406 2.258 0.11 0.12 0.25 0.046
H -2.714 -1.656 1.004 -0.06 -0.21 0.11 0.058
H 1.092 0.036 -2.566 0.22 0.65 -0.17 0.054
H 2.550 0.425 -1.687 0.42 0.33 -0.28 0.047
H 1.292 1.687 -1.803 -0.11 0.05 -0.08 0.073
H -1.158 -1.824 -2.119 0.20 -0.29 -0.27 0.089
H -1.086 -0.109 -2.593 -0.05 0.15 -0.69 0.075
H -2.427 -0.741 -1.639 -0.23 0.15 0.03 0.081
H 3.118 0.768 0.634 -0.09 -0.25 -0.03 0.081
H 2.171 1.841 1.628 0.05 0.18 0.31 0.087
H 2.724 0.269 2.293 0.02 0.11 -0.02 0.084
```
Forces are in eV/Å.

As for the relative energy (zero: lowest compared OMol25 entry of this formula, charge and spin): 0.0 kcal per mole. The value obtained for the energy is -374.27753 Eh. The calculation puts the HOMO energy at -7.8 eV. The calculation puts the LUMO energy at 0.024 Ha. The HOMO-LUMO gap is 8.50 eV.



No. 3
Formula: C4H13ClN3O4PtSbSe4
Source: the Open Molecules 2025 dataset
Level of theory: the ωB97M-V functional and the def2-TZVPD basis

```
31
Properties=species:S:1:pos:R:3:forces:R:3:lowdin_charge:R:1
Pt 0.351 0.087 0.329 -0.42 0.42 0.05 0.825
N -0.823 0.155 2.210 0.25 -0.18 0.29 -0.092
C -1.299 -1.227 2.425 0.00 0.18 -0.06 -0.229
C -2.035 -1.676 1.170 0.08 -0.05 -0.03 -0.200
N -1.216 -1.521 -0.053 -0.27 -0.09 -0.06 -0.162
C -0.517 -2.715 -0.552 -0.01 0.07 0.02 -0.189
C 0.890 -2.797 0.016 0.03 -0.06 -0.06 -0.220
N 1.615 -1.573 -0.348 0.34 0.00 0.19 -0.083
H -0.222 0.481 2.960 -0.04 -0.01 0.03 0.099
H -1.612 0.798 2.107 0.03 0.08 -0.09 -0.043
H -1.976 -1.304 3.278 -0.02 0.03 0.01 0.123
H -0.428 -1.850 2.630 -0.01 -0.04 0.02 0.106
H -2.907 -1.036 1.043 -0.07 0.00 0.01 0.062
H -2.379 -2.707 1.283 0.02 -0.02 -0.03 0.124
H -1.799 -1.129 -0.787 0.05 0.05 0.00 0.053
H -0.454 -2.623 -1.638 -0.01 -0.02 0.00 0.128
H -1.072 -3.630 -0.327 -0.04 0.01 0.02 0.123
H 1.380 -3.702 -0.351 0.07 0.04 -0.03 0.125
H 0.870 -2.852 1.104 0.00 -0.02 0.01 0.112
H 1.898 -1.566 -1.321 -0.04 0.09 -0.02 0.104
H 2.437 -1.409 0.234 0.06 -0.11 -0.03 0.058
Se -3.598 1.784 0.879 -0.11 -0.11 0.01 -0.136
Sb -2.799 3.164 -0.929 0.12 0.19 -0.09 0.146
Se -1.504 1.196 -2.461 0.06 -0.03 0.00 -0.085
Se 0.550 1.560 -1.565 -0.11 0.01 -0.19 0.164
Se -4.940 2.949 -2.194 -0.01 -0.08 0.06 -0.025
O 3.500 0.846 0.004 -0.08 0.09 0.44 -0.387
Cl 3.138 1.010 1.398 0.35 -0.52 0.35 0.663
O 2.841 -0.319 1.964 0.25 0.54 -0.24 -0.412
O 4.176 1.651 2.146 -0.57 -0.20 -0.39 -0.296
O 1.891 1.793 1.478 0.10 -0.27 -0.20 -0.456
```
Forces are in eV/Å.

As for the relative energy (zero: lowest compared OMol25 entry of this formula, charge and spin): 18.8 kcal per mole. The value obtained for the energy is -11050.63937 Eh. The calculation puts the HOMO energy (spin up / spin down) at -8.1 / -8.0 eV. The calculation puts the LUMO energy (spin up / spin down) at -0.017 / -0.106 Ha. As for the multiplicity: 5. The HOMO-LUMO gap (spin up / spin down) is 7.67 / 5.07 eV.



No. 4
Formula: C4H13FNb
Source: the Open Molecules 2025 dataset
Level of theory: the ωB97M-V functional and the def2-TZVPD basis

```
19
Properties=species:S:1:pos:R:3:forces:R:3:lowdin_charge:R:1
C -0.822 1.710 0.108 0.14 0.06 -0.20 -0.118
C -0.688 0.576 -0.912 -0.15 -0.23 0.46 -0.541
C 0.606 0.659 -1.713 -0.14 0.09 -0.14 -0.125
C -0.831 -0.805 -0.244 1.10 0.32 -0.61 -0.385
Nb 0.639 -1.304 1.422 -3.12 1.41 1.82 1.043
F -0.493 -0.509 2.887 0.82 -0.59 -1.22 -0.622
H 0.138 2.171 0.282 0.38 0.19 0.19 0.046
H -1.491 2.485 -0.242 -0.27 0.30 -0.07 0.057
H -1.174 1.350 1.062 -0.27 -0.11 0.34 0.045
H -1.511 0.702 -1.604 -0.37 -0.06 -0.40 0.098
H 1.345 1.244 -1.192 0.36 0.27 0.19 0.045
H 1.041 -0.316 -1.852 0.14 -0.49 -0.11 0.040
H 0.442 1.092 -2.693 0.01 0.25 -0.29 0.059
H -0.717 -1.519 -1.051 -0.03 -0.50 -0.20 0.010
H -1.848 -0.919 0.124 -0.25 -0.05 0.51 0.029
H 1.689 0.195 1.209 0.58 -0.51 0.13 -0.137
H 2.063 -1.750 2.513 0.28 -0.10 -0.62 -0.199
H 0.005 -2.998 1.810 0.84 -0.27 0.08 -0.167
H 1.608 -2.065 0.085 -0.05 0.02 0.14 -0.178
```
Forces are in eV/Å.

The value obtained for the energy is -316.91195 Eh. The calculation puts the HOMO energy at -4.5 eV. The calculation puts the LUMO energy at 0.123 Ha. Its total charge is -1. The HOMO-LUMO gap is 7.82 eV.



No. 5
Formula: C4H13IN2O2Si
Source: the Open Molecules 2025 dataset
Level of theory: the ωB97M-V functional and the def2-TZVPD basis

```
23
Properties=species:S:1:pos:R:3:forces:R:3:lowdin_charge:R:1
C -2.308 -0.528 1.309 -0.04 0.02 -0.02 -0.168
C -0.977 -0.097 0.684 -0.12 0.12 -0.09 -0.784
I 0.437 0.526 2.227 0.02 -0.06 0.03 0.842
C -1.098 1.003 -0.366 0.04 -0.06 -0.04 -0.395
Si -1.721 2.696 0.160 0.05 0.03 0.12 0.499
O -0.490 3.675 0.676 -0.02 -0.04 0.02 -0.270
H -2.461 -1.599 1.163 0.01 0.03 0.01 0.077
H -2.381 -0.327 2.376 0.05 0.02 -0.04 0.046
H -3.134 0.002 0.831 0.03 -0.06 -0.01 0.064
H -0.455 -0.938 0.241 0.05 -0.01 0.02 0.025
H -0.128 1.158 -0.851 -0.03 -0.07 0.00 0.071
H -1.755 0.603 -1.150 -0.01 0.07 0.05 0.087
H -2.754 2.554 1.216 0.01 -0.02 -0.03 -0.023
H -2.310 3.387 -1.003 0.02 0.00 -0.01 -0.028
H 0.050 3.331 1.396 -0.05 0.02 -0.08 -0.022
N 3.100 -2.069 -2.205 0.02 -0.03 -0.03 0.150
C 2.198 -1.807 -1.214 -0.03 0.02 0.03 -0.671
N 2.674 -1.907 0.060 -0.15 -0.04 0.04 0.155
O 1.039 -1.504 -1.456 0.01 0.01 0.02 0.017
H 4.057 -2.306 -2.031 0.01 0.01 0.00 0.092
H 2.773 -1.998 -3.150 0.00 0.00 0.00 0.103
H 2.028 -1.693 0.803 0.14 0.03 -0.01 0.039
H 3.616 -2.163 0.284 0.01 0.02 0.00 0.095
```
Forces are in eV/Å.

The value obtained for the energy is -1007.46665 Eh. The calculation puts the HOMO energy at -9.5 eV. The calculation puts the LUMO energy at 0.015 Ha. The SMILES is C[C@H](I)C[SiH2]O.NC(N)=O. The HOMO-LUMO gap is 9.91 eV.



No. 6
Formula: C4H13N
Source: the Open Molecules 2025 dataset
Level of theory: the ωB97M-V functional and the def2-TZVPD basis

```
18
Properties=species:S:1:pos:R:3:forces:R:3:lowdin_charge:R:1
C 1.238 -0.942 -1.778 -0.16 -0.91 0.23 -0.083
C 0.716 -1.915 -1.027 0.63 0.24 -0.59 -0.096
H 0.782 -0.649 -2.711 -0.11 0.08 -0.08 0.057
H 2.180 -0.475 -1.535 -0.03 0.18 0.19 0.051
H -0.152 -2.475 -1.339 -0.23 0.11 0.03 0.055
H 1.201 -2.245 -0.119 0.04 0.01 0.11 0.055
C -1.318 0.019 1.953 0.18 0.27 -0.50 -0.201
N -1.542 -0.204 0.533 0.17 -0.90 1.06 -0.096
H -0.969 1.039 2.160 -0.02 0.02 0.17 0.056
H -0.538 -0.656 2.303 -0.11 -0.11 0.12 0.068
H -2.234 -0.154 2.518 0.06 -0.07 0.15 0.062
H -0.734 -0.631 0.044 -1.62 1.02 -0.07 0.012
H -2.320 0.341 0.180 0.88 -0.48 -0.73 0.072
C 0.775 1.784 -0.288 -2.26 -0.72 0.45 -0.087
H 1.530 2.098 -1.007 -0.51 -0.53 -0.57 0.016
H 1.253 1.190 0.488 0.13 0.20 0.19 0.013
H 0.357 2.695 0.129 0.26 0.27 0.45 0.005
H -0.225 1.179 -0.505 2.68 1.32 -0.60 0.040
```
Forces are in eV/Å.

As for the relative energy (zero: lowest compared OMol25 entry of this formula, charge and spin): 40.8 kcal per mole. The value obtained for the energy is -214.86818 Eh. The calculation puts the HOMO energy at -8.4 eV. The calculation puts the LUMO energy at 0.041 Ha. The SMILES is C=C.CN.C. The HOMO-LUMO gap is 9.53 eV.



Max |F| across the listed records, respectively: 0.0240; 0.0653; 0.0140; 0.0754; 0.0037; 0.0592 Eh/bohr.